[1]
Below is a single CH3Br2P molecule in a non-equilibrium geometry, with properties calculated with ωB97M-V/def2-TZVPD.

Results
Charge = 0
Molar mass = 205.8 g/mol
DFT total energy = -5529.31287 Ha
E_HOMO = -0.3431 Ha
SMILES = CP(Br)Br
F_max = 3.19 eV Å⁻¹
Relative energy (zero: lowest compared OMol25 entry of this formula, charge and spin) = 10.5 kcal per mole

Each line ends with the natural charge from an NBO analysis.
Atoms and positions in Å:
H1 1.34287 0.59443 -0.51221  0.25
H2 1.28029 -1.12664 -0.58509  0.25
H3 -0.03562 0.03486 -1.24614  0.24
Br1 -1.04791 1.92689 0.39277  -0.22
Br2 -2.00372 -1.23929 1.16664  -0.21
C1 0.69341 -0.24292 -0.38101  -1.01
P1 -0.22933 0.05267 1.16504  0.68


[2]
Below is a single CH3BrCl2OSi molecule in a non-equilibrium geometry, with properties calculated with ωB97M-V/def2-TZVPD.

Results
Charge = 0
Molar mass = 209.9 g/mol
DFT total energy = -3899.20943 Ha
E_HOMO = -0.4011 Ha
SMILES = CO[Si](Cl)(Cl)Br
F_max = 2.89 eV Å⁻¹
Relative energy (zero: lowest compared OMol25 entry of this formula, charge and spin) = 0.0 kcal per mole

Each line ends with the natural charge from an NBO analysis.
Atoms and positions in Å:
Br1 1.76896 2.03834 1.11449  -0.27
Cl1 -0.35381 2.53803 -1.41768  -0.35
H1 0.11571 -1.85759 0.65196  0.19
C1 -0.75008 -1.24133 0.57860  -0.23
H2 -1.36625 -1.17385 1.56429  0.20
H3 -1.33389 -1.52703 -0.30081  0.20
Si1 0.62724 1.06230 -0.45592  1.60
O1 -0.48911 0.15270 0.21174  -0.95
Cl2 1.78124 0.00844 -1.94667  -0.39


[3]
Below is a single CH3BrClN molecule in a non-equilibrium geometry, with properties calculated with ωB97M-V/def2-TZVPD.

Results
Charge = 0
Molar mass = 144.4 g/mol
DFT total energy = -3128.83240 Ha
E_HOMO = -0.3778 Ha
SMILES = N[C@H](Cl)Br
F_max = 3.08 eV Å⁻¹
Relative energy (zero: lowest compared OMol25 entry of this formula, charge and spin) = 19.4 kcal per mole

Each line ends with the natural charge from an NBO analysis.
Atoms and positions in Å:
N1 -0.61957 0.48843 -0.64350  -0.79
C1 0.45841 0.15636 0.08812  0.12
H1 1.40806 0.35889 -0.38926  0.21
Cl1 0.45105 -1.98209 0.51313  -0.34
H2 -1.41769 0.21493 -0.13654  0.38
Br1 0.38692 0.93363 1.95690  0.03
H3 -0.66719 -0.17015 -1.38886  0.39


[4]
Below is a molecular structure, CH3BrClN in a non-equilibrium geometry, with properties calculated with ωB97M-V/def2-TZVPD.

Results
Charge = 0
Molar mass = 144.4 g/mol
DFT total energy = -3128.68525 Ha
E_HOMO (alpha / beta) = -0.3161 / -0.3543 Ha
F_max = 2.46 eV Å⁻¹
Relative energy (zero: lowest compared OMol25 entry of this formula, charge and spin) = 111.7 kcal per mole

Each line ends with the natural charge from an NBO analysis.
Atoms and positions in Å:
N1 -0.63390 1.43321 0.76345  -0.61
C1 0.95094 -0.75849 -0.76636  -0.41
H1 0.60975 0.13892 -1.31568  0.18
Cl1 -0.34949 -1.66884 -0.29734  0.06
H2 1.81398 -0.61811 -0.15250  0.19
Br1 -1.21057 0.09874 1.82844  0.27
H3 -1.18072 1.37455 -0.06002  0.31


[5]
Below is a single CH3BrClN molecule in a non-equilibrium geometry, with properties calculated with ωB97M-V/def2-TZVPD.

Results
Charge = 0
Molar mass = 144.4 g/mol
DFT total energy = -3128.84286 Ha
E_HOMO = -0.3627 Ha
SMILES = N[C@H](Cl)Br
F_max = 2.38 eV Å⁻¹
Relative energy (zero: lowest compared OMol25 entry of this formula, charge and spin) = 12.8 kcal per mole

Each line ends with the natural charge from an NBO analysis.
Atoms and positions in Å:
H1 1.44799 -0.65333 -0.33928  0.41
N1 0.72330 -0.46739 0.41065  -0.86
C1 -0.32086 0.15634 -0.24567  0.00
H2 -0.18939 0.18615 -1.31446  0.21
H3 0.96388 -0.18242 1.39905  0.42
Cl1 -0.52944 1.93265 0.04398  -0.06
Br1 -2.09547 -0.97201 0.04573  -0.11


[6]
Below is 2 unconnected molecules or ions with the total composition CH3BrFO2P in a non-equilibrium geometry, with properties calculated with ωB97M-V/def2-TZVPD.

Results
Charge = 0
Molar mass = 176.9 g/mol
DFT total energy = -3205.50323 Ha
E_HOMO (alpha / beta) = -0.4260 / -0.3563 Ha
F_max = 3.06 eV Å⁻¹
Relative energy (zero: lowest compared OMol25 entry of this formula, charge and spin) = 137.1 kcal per mole

Each line ends with the natural charge from an NBO analysis.
Atoms and positions in Å:
H1 -0.83425 0.42299 1.50036  0.21
H2 -1.80583 0.76337 0.02745  0.22
Br1 2.28095 0.63434 1.22711  -0.22
O1 -0.09552 0.54986 -0.57877  -0.76
P1 1.49092 0.17002 -0.82083  1.72
H3 -1.09214 -0.96799 0.16443  0.24
F1 -1.05411 -2.56584 0.05342  -0.24
O2 2.10587 0.83610 -1.96574  -0.96
C1 -0.99588 0.15716 0.39257  -0.20